Here is a single C5H8O2 molecule from OMol25. Energies are from ωB97M-V/def2-TZVPD.

The calculation puts the frontier orbital gap at 10.74 eV. The value obtained for the energy relative to the best compared isomer or geometry (same formula, charge and spin) is 2.672 eV. The value obtained for the highest occupied orbital energy is -9.75 eV. The molar mass comes out at 100.12 g mol⁻¹.

```
15
Properties=species:S:1:pos:R:3:forces:R:3
C -0.652859 -1.681999 0.591311 -0.027 0.009 -0.098
C 0.175005 -0.416042 0.460213 -0.066 -0.138 0.050
C -0.469760 0.997964 0.310246 0.157 0.096 0.322
O -1.593062 1.055998 -0.522240 -0.012 0.091 -0.078
C 0.825280 1.397336 -0.447203 0.068 0.273 0.044
O 0.649241 0.769235 -1.714544 -0.055 -0.263 -0.063
C 1.181041 -0.012470 -0.626245 0.327 -0.254 0.198
H -0.041039 -2.578731 0.436490 -0.092 0.157 -0.053
H -1.506751 -1.709019 -0.089932 0.155 0.044 -0.019
H -1.042933 -1.735596 1.616840 0.008 0.007 -0.246
H 0.837448 -0.343726 1.334471 -0.235 -0.017 0.099
H -0.716173 1.512417 1.240842 0.179 -0.043 -0.090
H -1.229690 0.964926 -1.422300 -0.256 -0.111 0.174
H 1.452904 2.277236 -0.347017 -0.153 -0.083 -0.253
H 2.131347 -0.497530 -0.820932 0.002 0.231 0.011
```
Forces are in eV/Å.

***

Here is a molecular structure, C11H10BrF3Pb at a distorted geometry from OMol25. Energies are from ωB97M-V/def2-TZVPD.

The calculation puts the frontier orbital gap (spin up / spin down) at 4.87 / 5.48 eV. The value obtained for the highest occupied orbital energy (spin up / spin down) is -7.80 / -7.74 eV. The molar mass comes out at 486.30 g mol⁻¹.

```
26
Properties=species:S:1:pos:R:3:forces:R:3
C -1.870914 -0.644289 -0.966709 0.162 -0.382 0.220
C -1.859625 -1.205814 0.350262 0.708 -0.472 -2.349
C -2.111117 -0.155831 1.270468 -0.541 3.171 -0.301
H -1.654426 -2.268087 0.553733 -0.101 0.784 0.041
C -2.379430 1.036259 0.536366 0.296 -1.288 2.071
C -2.254545 0.735062 -0.850120 0.131 -0.775 -0.821
H -2.468200 1.419535 -1.700220 0.291 -0.595 0.817
H -1.726361 -1.227277 -1.887921 -0.372 0.376 0.488
H -1.964323 -0.191379 2.340493 -0.256 -0.147 -0.065
H -2.582753 2.019385 0.980571 0.113 -0.605 -0.321
Pb 1.199078 -0.390339 -1.632205 -0.369 -0.587 1.967
Br 1.040889 -3.018618 -1.783499 0.033 0.283 -0.244
C 2.626863 0.747158 -4.396697 0.856 -2.892 -0.090
C 1.566841 1.542804 -4.921565 -2.671 -0.627 -1.026
C 0.587613 0.668909 -5.467849 0.778 1.361 0.837
H 1.492565 2.621928 -4.849090 0.010 -0.174 -0.122
C 1.042402 -0.671202 -5.280446 0.002 0.427 -0.152
C 2.301091 -0.622398 -4.620437 1.401 1.471 0.486
H 2.963976 -1.469195 -4.461106 -0.241 0.219 0.119
H 3.567771 1.115898 -3.983473 -0.379 -0.140 -0.112
H -0.373947 0.959085 -5.875084 0.252 -0.015 -0.028
H 0.543363 -1.578020 -5.620624 0.113 0.301 0.165
F 0.943432 -0.075496 2.261482 0.058 -0.601 -0.220
C 1.548992 -0.949944 1.381875 0.380 0.726 -1.757
F 2.797922 -1.173325 1.921176 -0.629 0.030 -0.223
F 0.891643 -2.140207 1.459718 -0.027 0.152 0.620
```
Forces are in eV/Å.

***

Here is 6 unconnected molecules or ions with the total composition C14H28BCl10NO2 at a distorted geometry from OMol25. Energies are from ωB97M-V/def2-TZVPD.

The calculation puts the frontier orbital gap at 9.55 eV. The value obtained for the highest occupied orbital energy is -9.76 eV. The molar mass comes out at 607.72 g mol⁻¹.

```
56
Properties=species:S:1:pos:R:3:forces:R:3
B 3.057476 -1.974148 -1.168232 -0.247 -0.242 -0.391
N 2.322853 -0.664384 -1.388868 -0.405 0.573 -2.390
C 3.206325 0.112728 -2.384679 0.492 0.340 -5.330
C 4.370355 1.069837 -1.658970 -0.969 -1.265 0.655
O 3.094572 0.006389 -3.721682 0.273 0.721 8.561
C 0.922197 -0.855901 -1.926505 -3.363 -3.577 -3.581
C -0.252382 0.283999 -1.582024 -0.092 -0.452 0.752
O 0.496170 -1.911163 -2.643947 3.109 5.961 4.596
H 3.634203 -2.259254 -0.165253 0.109 0.597 -0.023
H 3.112495 -2.756463 -2.068379 -0.249 0.044 0.110
H 4.838911 1.854017 -2.390514 -1.098 -1.765 1.367
H 3.825693 1.547490 -0.725325 1.308 -0.808 -2.117
H 5.192255 0.333782 -1.208566 -1.671 1.565 -1.130
H -0.301515 1.142636 -2.378325 0.359 -1.735 1.378
H -1.316985 -0.245949 -1.512957 2.723 0.974 -0.624
H -0.086015 0.798707 -0.536305 -0.345 -1.460 -2.466
Cl 1.263393 -2.291841 1.423749 -0.175 0.018 -0.033
C 2.288997 -2.825771 2.778670 0.252 -0.162 0.331
C 2.480358 -1.733992 3.819326 -0.220 -0.234 0.137
Cl 3.471141 -0.386487 3.206233 0.000 0.066 -0.079
H 3.245587 -3.163641 2.368210 -0.175 0.203 0.003
H 1.790153 -3.687508 3.232263 0.040 0.251 -0.054
H 3.002265 -2.138678 4.691288 -0.042 -0.029 -0.203
H 1.522229 -1.325101 4.155813 0.249 -0.126 -0.207
Cl -3.411433 -0.182744 -3.229709 -0.139 -0.006 -0.020
C -2.117700 -0.443415 -4.425978 0.299 -0.056 -0.340
C -2.478597 0.114800 -5.793353 0.241 0.172 0.176
Cl -3.793536 -0.803137 -6.569003 -0.066 0.006 -0.008
H -1.907817 -1.516543 -4.471181 -0.099 0.265 0.029
H -1.226077 0.061665 -4.042462 -0.192 -0.115 -0.146
H -1.613895 0.052888 -6.460388 -0.096 -0.072 0.180
H -2.786822 1.163468 -5.732374 -0.020 -0.271 0.048
Cl 1.523723 2.126117 0.108122 0.427 0.585 0.487
C 1.127241 3.622702 0.988911 -0.027 0.345 0.158
C 0.358246 4.610533 0.126124 -0.182 -0.112 0.186
Cl 1.363319 5.288209 -1.179206 0.033 -0.043 -0.027
H 2.060862 4.054901 1.362078 -0.186 -0.071 -0.161
H 0.519306 3.330794 1.850530 0.033 0.047 -0.171
H 0.021871 5.453880 0.736121 0.116 -0.144 -0.028
H -0.522854 4.147435 -0.329537 0.345 0.073 0.114
Cl -0.449198 -4.286589 4.721771 0.034 0.002 0.086
C -2.046160 -3.592340 4.346958 -0.353 0.189 -0.108
C -1.960555 -2.477770 3.316439 -0.208 -0.355 -0.149
Cl -1.147015 -1.028931 3.958563 -0.056 0.056 0.057
H -2.492867 -3.242681 5.282847 0.205 -0.024 -0.185
H -2.662960 -4.409026 3.959964 0.142 0.164 -0.029
H -2.966604 -2.169067 3.018035 0.149 -0.068 0.109
H -1.422927 -2.799025 2.418565 -0.013 0.110 0.254
Cl -2.676277 -0.203883 0.628122 -0.199 0.009 0.184
C -3.072759 1.292702 1.508911 -0.107 0.213 0.173
C -3.841754 2.280533 0.646124 -0.196 -0.132 0.264
Cl -2.836681 2.958209 -0.659206 -0.047 -0.095 -0.063
H -2.139138 1.724901 1.882078 -0.153 -0.105 -0.163
H -3.680694 1.000794 2.370530 0.045 0.089 -0.165
H -4.178129 3.123880 1.256121 0.120 -0.148 -0.036
H -4.722854 1.817435 0.190463 0.287 0.035 0.031
```
Forces are in eV/Å.